No. 1
Molecular formula: C37H46CuN4P2SSi2
Method: DFT, the ωB97M-V functional and the def2-TZVPD basis

Summary:
**LUMO energy**: 2.03 eV
**Total charge**: -1
**2S+1**: 1
**Highest occupied orbital energy**: -0.12600 Ha
**Orbital gap**: 5.5 eV

```
93
Properties=species:S:1:pos:R:3:nbo_charge:R:1
Cu -0.90 -0.94 -0.09 0.82
C 3.23 -3.06 0.24 -1.13
Si 2.29 -2.09 -1.09 1.87
C 3.57 -1.47 -2.34 -1.14
C 1.22 -3.35 -2.02 -1.13
N 1.28 -0.92 -0.42 -1.68
P 1.04 0.66 -0.55 1.81
C -0.40 1.23 0.06 -1.65
P -0.73 0.94 1.68 1.82
N -0.74 -0.58 2.16 -1.69
Si -1.12 -1.68 3.36 1.87
C -2.71 -2.64 3.01 -1.13
C -1.34 -0.96 5.11 -1.14
C 0.26 -2.97 3.49 -1.12
C -2.34 1.73 2.07 -0.39
C -2.76 1.91 3.38 -0.14
C -4.00 2.46 3.66 -0.25
C -4.84 2.84 2.62 -0.23
C -4.43 2.66 1.31 -0.21
C -3.19 2.11 1.03 -0.18
C 0.37 1.90 2.81 -0.40
C 0.36 3.29 2.80 -0.13
C 1.22 4.02 3.59 -0.25
C 2.13 3.36 4.42 -0.23
C 2.16 1.98 4.43 -0.22
C 1.28 1.25 3.64 -0.19
C 1.11 1.04 -2.35 -0.27
C 2.18 1.67 -2.98 -0.25
C 2.21 1.83 -4.36 -0.21
C 1.17 1.35 -5.14 -0.24
C 0.09 0.72 -4.52 -0.25
C 0.06 0.57 -3.15 -0.15
C 2.49 1.58 0.10 -0.40
C 3.55 0.91 0.69 -0.14
C 4.60 1.61 1.28 -0.24
C 4.60 3.00 1.27 -0.22
C 3.54 3.68 0.67 -0.21
C 2.49 2.97 0.10 -0.20
H 3.72 -3.94 -0.17 0.22
H 2.54 -3.38 1.02 0.24
H 4.00 -2.44 0.71 0.22
H 4.21 -2.30 -2.65 0.22
H 4.20 -0.70 -1.90 0.23
H 3.09 -1.05 -3.23 0.23
H 1.77 -4.22 -2.39 0.22
H 0.79 -2.82 -2.88 0.21
H 0.41 -3.69 -1.37 0.22
H -3.56 -1.97 2.92 0.23
H -2.92 -3.36 3.82 0.21
H -2.62 -3.20 2.07 0.23
H -2.31 -0.47 5.22 0.22
H -0.56 -0.24 5.36 0.23
H -1.30 -1.77 5.84 0.22
H 0.39 -3.45 2.52 0.23
H 0.05 -3.74 4.23 0.21
H 1.22 -2.50 3.74 0.22
H -2.10 1.63 4.20 0.21
H -4.31 2.60 4.69 0.20
H -5.81 3.27 2.84 0.20
H -5.09 2.95 0.50 0.20
H -2.84 1.97 0.01 0.25
H -0.34 3.81 2.14 0.21
H 1.20 5.11 3.57 0.20
H 2.82 3.93 5.03 0.20
H 2.87 1.46 5.06 0.20
H 1.31 0.17 3.63 0.23
H 3.02 2.03 -2.39 0.22
H 3.05 2.32 -4.82 0.20
H 1.19 1.46 -6.22 0.20
H -0.73 0.33 -5.13 0.19
H -0.79 0.11 -2.66 0.20
H 3.54 -0.17 0.72 0.21
H 5.41 1.07 1.75 0.20
H 5.40 3.55 1.73 0.20
H 3.52 4.76 0.68 0.20
H 1.64 3.50 -0.32 0.23
C -1.26 -4.05 -4.37 -0.67
C -2.04 -2.85 -3.95 0.32
C -2.61 -1.95 -4.81 -0.38
C -3.36 -0.89 -4.25 0.33
N -3.55 -0.75 -2.96 -0.49
C -2.97 -1.61 -2.09 0.24
S -3.15 -1.48 -0.43 -0.18
N -2.23 -2.65 -2.63 -0.55
C -3.99 0.14 -5.13 -0.65
H -1.20 -4.11 -5.45 0.23
H -1.74 -4.96 -3.99 0.23
H -0.25 -4.01 -3.96 0.26
H -2.49 -2.06 -5.88 0.22
H -1.78 -3.26 -1.95 0.44
H -3.94 -0.13 -6.18 0.21
H -3.47 1.09 -4.98 0.25
H -5.03 0.29 -4.83 0.24
```


No. 2
Molecular formula: C37H46F12N6O4PRuS
Method: DFT, the ωB97M-V functional and the def2-TZVPD basis

Summary:
**LUMO energy (alpha / beta)**: 2.38 / 1.75 eV
**⟨S²⟩**: 6.022
**Total charge**: -1
**2S+1**: 5
**Highest occupied orbital energy (alpha / beta)**: -0.13790 / -0.14288 Ha
**Orbital gap (alpha / beta)**: 6.1 / 5.6 eV

```
108
Properties=species:S:1:pos:R:3:mulliken_spin:R:1
Ru -0.21 -0.87 0.15 2.87
C -3.50 2.67 -5.09 0.00
C -3.25 1.90 -3.81 0.01
C -3.99 2.11 -2.66 0.00
C -3.74 1.40 -1.50 0.02
C -2.69 0.45 -1.40 -0.06
N -2.39 -0.21 -0.24 0.27
C -2.99 0.04 0.98 -0.01
C -3.31 1.32 1.45 0.05
C -3.96 1.53 2.66 -0.01
C -4.31 0.46 3.46 0.02
C -5.08 0.65 4.75 0.00
C -3.89 -0.81 3.07 -0.02
C -3.20 -1.04 1.88 0.02
C -2.55 -2.41 1.57 0.01
O -1.23 -2.34 1.20 0.13
C -3.41 -3.23 0.51 -0.01
F -4.36 -2.48 -0.07 0.00
F -4.09 -4.27 1.08 0.00
F -2.63 -3.76 -0.41 0.00
C -2.47 -3.29 2.87 0.00
F -1.73 -2.66 3.81 0.00
F -1.84 -4.45 2.60 0.00
F -3.63 -3.61 3.47 0.00
C -2.02 0.16 -2.62 0.03
C -2.30 0.89 -3.77 -0.01
C -1.19 -1.14 -2.77 0.00
O -0.61 -1.66 -1.66 0.20
C -2.21 -2.19 -3.35 0.00
F -3.27 -2.31 -2.56 0.00
F -1.64 -3.41 -3.47 0.00
F -2.70 -1.87 -4.58 0.00
C -0.02 -1.00 -3.86 0.00
F 0.45 0.26 -3.95 0.00
F -0.34 -1.36 -5.13 0.00
F 1.02 -1.77 -3.52 0.00
H -4.26 3.44 -4.93 0.00
H -2.59 3.17 -5.44 0.00
H -3.84 2.01 -5.88 0.00
H -4.80 2.84 -2.67 0.00
H -4.37 1.57 -0.64 0.00
H -3.03 2.17 0.84 0.00
H -4.19 2.54 2.97 0.00
H -5.46 1.67 4.82 0.00
H -5.93 -0.04 4.80 0.00
H -4.44 0.46 5.62 0.00
H -4.11 -1.63 3.74 0.00
H -1.79 0.64 -4.70 0.00
C 2.01 -5.50 -0.14 0.00
N 2.12 -4.71 1.08 0.00
C 2.57 -5.26 2.23 0.00
C 2.67 -4.54 3.37 0.00
C 2.27 -3.17 3.30 0.00
N 1.80 -2.64 2.19 0.02
C 1.71 -3.36 1.06 -0.03
O 1.27 -2.93 -0.02 -0.02
N 2.38 -2.38 4.38 0.00
H 2.83 -6.22 -0.19 0.00
H 2.06 -4.82 -0.99 0.00
H 1.06 -6.02 -0.18 0.00
H 2.85 -6.31 2.19 0.00
H 3.02 -4.99 4.29 0.00
H 2.56 -2.81 5.27 0.00
H 1.85 -1.51 4.38 0.00
O 0.46 0.18 4.33 0.04
S -0.56 0.09 3.27 0.06
N -0.01 -0.07 1.91 0.06
C 2.18 4.40 0.29 0.00
C 1.39 3.11 0.55 0.02
C -0.09 3.29 0.16 0.02
C 1.42 2.84 2.06 -0.02
P 2.01 1.60 -0.46 0.05
N 0.90 0.50 -0.61 0.25
C 3.61 0.83 0.26 0.02
C 3.77 -0.56 -0.38 0.03
C 3.41 0.58 1.77 -0.01
C 4.87 1.66 0.04 0.00
C 2.42 2.25 -2.20 0.00
C 1.10 2.77 -2.82 0.01
C 2.91 1.03 -3.00 0.01
C 3.46 3.36 -2.34 0.00
H 1.94 5.11 1.09 0.00
H 1.90 4.87 -0.65 0.00
H 3.26 4.24 0.30 0.00
H -0.56 3.98 0.87 0.00
H -0.61 2.33 0.22 -0.02
H -0.23 3.69 -0.84 0.00
H 0.73 3.53 2.55 0.00
H 2.41 3.03 2.49 0.00
H 1.12 1.84 2.30 0.01
H 2.83 -1.11 -0.38 -0.01
H 4.50 -1.13 0.21 0.00
H 4.14 -0.51 -1.40 0.00
H 2.45 0.11 1.97 0.02
H 3.50 1.49 2.35 0.00
H 4.20 -0.10 2.11 0.00
H 5.19 1.64 -1.00 0.00
H 5.68 1.22 0.63 0.00
H 4.75 2.70 0.36 0.00
H 0.25 2.16 -2.52 -0.01
H 1.17 2.73 -3.91 0.00
H 0.91 3.80 -2.54 0.00
H 2.76 1.21 -4.07 0.00
H 2.36 0.13 -2.74 -0.01
H 3.98 0.87 -2.85 0.00
H 3.11 4.32 -1.96 0.00
H 3.66 3.49 -3.41 0.00
H 4.41 3.13 -1.86 0.00
```


No. 3
Molecular formula: C37H46I2N4Pt
Method: DFT, the ωB97M-V functional and the def2-TZVPD basis

Summary:
**LUMO energy (alpha / beta)**: -6.55 / -8.89 eV
**⟨S²⟩**: 6.047
**Total charge**: +2
**2S+1**: 5
**Highest occupied orbital energy (alpha / beta)**: -0.42301 / -0.50123 Ha
**Orbital gap (alpha / beta)**: 5.0 / 4.7 eV

```
90
Properties=species:S:1:pos:R:3:mulliken_spin:R:1
Pt -0.60 0.73 0.12 0.27
C 0.03 2.09 6.15 0.01
C 0.33 0.67 5.65 0.00
C -0.33 0.41 4.35 0.10
C -1.56 -0.23 4.14 0.08
C -2.43 -0.86 5.15 0.00
C -2.10 -2.36 5.27 0.01
C -1.78 -0.20 2.74 0.22
N -0.75 0.43 2.09 -0.04
C 0.14 0.81 3.06 0.20
C 1.38 1.42 2.82 0.16
C 1.84 1.82 1.59 0.10
C 3.10 2.49 1.36 0.01
C 4.15 2.73 2.38 0.01
C 4.97 1.46 2.67 0.00
C 3.13 2.82 0.03 0.05
C 1.89 2.35 -0.54 0.15
C 1.52 2.55 -1.85 0.14
C 0.36 2.02 -2.45 0.18
N -0.54 1.19 -1.83 0.27
C -1.44 0.81 -2.79 0.17
C -2.53 -0.06 -2.59 0.17
C -2.95 -0.54 -1.38 0.15
N -2.36 -0.27 -0.18 0.17
C -3.13 -0.87 0.78 0.11
C -2.89 -0.82 2.13 0.14
C -4.24 -1.58 0.17 -0.01
C -4.12 -1.38 -1.18 0.05
C -4.97 -1.90 -2.28 0.01
C -4.34 -3.13 -2.96 0.01
C -5.26 -2.36 0.91 0.01
C -4.76 -3.79 1.21 0.00
C -1.13 1.41 -4.04 0.28
C 0.02 2.19 -3.82 0.26
C 0.78 2.98 -4.82 0.04
C 1.90 2.11 -5.43 0.06
C -1.87 1.24 -5.30 0.03
C -1.43 -0.05 -6.01 0.06
N 1.14 1.71 0.41 0.15
C 4.17 3.58 -0.71 0.02
C 3.77 5.06 -0.79 0.01
H 0.57 2.26 7.08 0.00
H -1.03 2.21 6.35 0.00
H 0.33 2.84 5.42 0.00
H -0.03 -0.05 6.39 0.00
H 1.41 0.54 5.55 0.00
H -3.48 -0.75 4.88 0.01
H -2.28 -0.38 6.12 0.00
H -2.31 -2.88 4.34 0.00
H -2.70 -2.80 6.06 0.00
H -1.05 -2.51 5.51 0.00
H 2.01 1.61 3.67 0.02
H 3.69 3.07 3.31 0.00
H 4.83 3.51 2.03 0.00
H 4.34 0.64 3.01 0.00
H 5.69 1.68 3.45 0.00
H 5.51 1.14 1.79 0.00
H 2.18 3.12 -2.48 0.06
H -3.10 -0.33 -3.47 0.06
H -3.58 -1.32 2.79 0.02
H -5.12 -1.12 -3.03 0.00
H -5.95 -2.19 -1.89 0.00
H -3.36 -2.89 -3.36 0.00
H -4.98 -3.46 -3.77 0.00
H -4.23 -3.94 -2.24 0.00
H -6.17 -2.44 0.32 0.00
H -5.50 -1.87 1.85 0.00
H -4.57 -4.32 0.28 0.00
H -5.51 -4.32 1.77 0.00
H -3.84 -3.76 1.79 0.00
H 1.22 3.86 -4.36 0.01
H 0.12 3.30 -5.63 0.00
H 2.52 1.68 -4.65 -0.01
H 2.52 2.73 -6.07 0.00
H 1.48 1.30 -6.02 -0.01
H -1.68 2.09 -5.95 0.00
H -2.94 1.19 -5.10 0.01
H -0.36 -0.03 -6.22 -0.01
H -1.96 -0.14 -6.96 0.00
H -1.64 -0.93 -5.41 -0.01
H 4.28 3.18 -1.72 0.00
H 5.12 3.49 -0.20 0.00
H 2.81 5.18 -1.27 0.00
H 4.52 5.61 -1.35 0.00
H 3.71 5.49 0.21 0.00
I 0.75 -2.32 0.50 0.04
C 2.54 -1.85 -0.59 0.00
I 2.12 -1.09 -2.54 0.01
H 3.12 -2.76 -0.68 0.00
H 3.07 -1.09 -0.04 0.00
```


No. 4
Molecular formula: C37H47AsNO2PRbSi3
Method: DFT, the ωB97M-V functional and the def2-TZVPD basis

Summary:
**LUMO energy**: 2.20 eV
**Total charge**: -1
**2S+1**: 1
**Highest occupied orbital energy**: -0.14885 Ha
**Orbital gap**: 6.2 eV

```
93
Properties=species:S:1:pos:R:3:mulliken_charge:R:1
Rb -0.07 -1.27 0.76 0.77
C -0.36 3.28 3.24 -0.31
C -1.13 2.20 3.67 -0.37
C -0.54 0.95 3.81 -0.40
C 0.81 0.76 3.54 0.28
C 1.57 1.84 3.09 -0.19
C 0.98 3.09 2.95 -0.97
P 1.50 -0.94 3.77 0.14
C 1.92 -0.85 5.56 -0.17
C 1.90 0.32 6.32 -0.02
C 2.25 0.29 7.67 -0.75
C 2.63 -0.91 8.27 -0.42
C 2.65 -2.07 7.52 -0.58
C 2.29 -2.04 6.18 -0.24
C 3.10 -0.84 2.91 0.44
C 4.31 -0.62 3.58 -0.16
C 5.49 -0.55 2.85 -0.64
C 5.43 -0.69 1.47 -0.61
C 4.21 -0.89 0.83 -0.47
C 2.97 -0.99 1.51 -0.41
H -0.82 4.25 3.11 0.37
H -2.19 2.33 3.87 0.36
H -1.15 0.11 4.12 0.41
H 2.61 1.69 2.84 0.43
H 1.58 3.93 2.60 0.40
H 1.62 1.26 5.87 0.33
H 2.23 1.20 8.25 0.38
H 2.90 -0.93 9.32 0.36
H 2.94 -3.01 7.98 0.37
H 2.31 -2.96 5.60 0.35
H 4.34 -0.50 4.66 0.30
H 6.44 -0.39 3.35 0.37
H 6.35 -0.64 0.88 0.33
H 4.23 -0.98 -0.25 0.20
O -4.42 -1.87 1.89 -0.80
C -3.52 -1.47 1.14 0.00
O -2.63 -2.11 0.53 -0.54
C -3.49 0.07 0.95 0.14
C -4.68 0.81 1.20 -0.77
C -4.69 2.15 1.01 -1.19
C -3.50 2.81 0.59 1.46
C -3.41 4.20 0.37 -0.89
C -2.23 4.76 -0.04 -0.83
C -1.09 3.96 -0.25 -0.75
C -1.15 2.61 -0.03 -0.21
C -2.36 2.00 0.39 -0.28
N -2.38 0.65 0.57 0.95
H -5.54 0.25 1.53 0.59
H -5.58 2.74 1.18 0.40
H -4.29 4.81 0.53 0.38
H -2.17 5.83 -0.22 0.38
H -0.16 4.41 -0.57 0.49
H -0.29 1.98 -0.18 0.58
C 2.91 -0.57 -3.75 -0.69
Si 1.26 0.19 -4.20 0.14
C 0.99 0.00 -6.05 -1.01
C 1.29 2.03 -3.79 -1.03
As -0.34 -0.78 -2.80 0.32
Si -2.47 -0.23 -3.64 0.23
C -2.66 1.63 -3.48 -0.80
C -3.74 -1.07 -2.56 -0.57
C -2.73 -0.72 -5.44 -1.02
Si -0.10 -3.11 -3.07 0.28
C 1.45 -3.61 -2.13 -0.93
C 0.09 -3.68 -4.86 -0.96
C -1.60 -3.93 -2.31 -0.84
H 3.72 0.01 -4.19 0.39
H 3.00 -1.60 -4.12 0.26
H 3.07 -0.59 -2.66 -0.03
H 1.82 0.45 -6.60 0.36
H 0.08 0.50 -6.37 0.26
H 0.92 -1.05 -6.34 0.25
H 2.15 2.50 -4.29 0.43
H 1.39 2.19 -2.72 0.19
H 0.39 2.53 -4.13 0.28
H -2.53 1.95 -2.44 0.02
H -3.66 1.93 -3.80 0.42
H -1.93 2.18 -4.09 0.25
H -3.42 -1.13 -1.52 -0.22
H -3.95 -2.09 -2.90 0.37
H -4.68 -0.50 -2.60 0.44
H -2.08 -0.16 -6.11 0.23
H -3.77 -0.51 -5.72 0.38
H -2.55 -1.78 -5.60 0.22
H 2.35 -3.19 -2.58 0.21
H 1.55 -4.70 -2.15 0.39
H 1.44 -3.30 -1.09 0.19
H 1.03 -3.32 -5.29 0.23
H -0.73 -3.33 -5.49 0.23
H 0.11 -4.77 -4.90 0.35
H -1.91 -3.48 -1.36 0.21
H -1.38 -4.99 -2.13 0.37
H -2.46 -3.89 -2.99 0.21
```


No. 5
Molecular formula: C37H48AsN6O4PReSSeSi2
Method: DFT, the ωB97M-V functional and the def2-TZVPD basis

Summary:
**LUMO energy (alpha / beta)**: -7.19 / -7.36 eV
**⟨S²⟩**: 0.983
**Total charge**: +2
**2S+1**: 2
**Highest occupied orbital energy (alpha / beta)**: -0.44445 / -0.44444 Ha
**Orbital gap (alpha / beta)**: 4.9 / 4.7 eV

```
102
Properties=species:S:1:pos:R:3:mulliken_spin:R:1
Re -0.16 -0.50 -0.17 1.31
N 0.02 0.41 2.18 -0.01
C 1.32 0.26 2.83 -0.01
C 1.41 0.25 4.21 -0.01
C 2.65 0.19 4.82 0.00
C 3.81 0.12 4.05 0.00
C 3.71 0.07 2.67 0.01
C 2.46 0.10 2.05 0.00
P 2.28 -0.04 0.26 0.03
C 3.20 1.47 -0.22 -0.03
C 2.62 2.69 0.15 0.01
C 3.28 3.89 -0.07 0.00
C 4.53 3.88 -0.67 0.00
C 5.12 2.68 -1.03 0.00
C 4.46 1.47 -0.81 0.00
C 3.36 -1.43 -0.21 0.02
C 3.76 -2.41 0.70 0.00
C 4.58 -3.46 0.28 0.00
C 5.00 -3.54 -1.04 0.00
C 4.57 -2.59 -1.96 0.00
C 3.75 -1.54 -1.55 0.01
H -0.16 1.39 1.96 0.00
H -0.72 0.11 2.82 0.01
H 0.51 0.32 4.81 0.00
H 2.72 0.20 5.90 0.00
H 4.78 0.11 4.52 0.00
H 4.60 0.00 2.06 0.00
H 1.67 2.70 0.68 0.00
H 2.83 4.82 0.24 0.00
H 5.06 4.81 -0.83 0.00
H 6.10 2.67 -1.48 0.00
H 4.96 0.55 -1.06 0.00
H 3.46 -2.35 1.74 0.00
H 4.90 -4.20 1.00 0.00
H 5.66 -4.33 -1.35 0.00
H 4.89 -2.65 -2.99 0.00
H 3.43 -0.79 -2.25 0.00
N -0.33 1.55 -1.00 0.02
C -1.46 2.33 -0.55 0.03
C -1.29 3.21 0.50 -0.04
C -2.40 3.86 1.05 -0.01
C -3.66 3.61 0.52 0.00
C -3.82 2.78 -0.58 0.00
C -2.71 2.12 -1.11 0.01
S -5.12 4.25 1.40 0.00
O -6.06 3.14 1.27 0.00
O -5.47 5.44 0.67 0.00
O -4.61 4.43 2.75 0.00
H 0.54 2.04 -0.84 0.00
H -0.36 1.36 -2.00 -0.01
H -0.30 3.41 0.91 0.00
H -2.29 4.55 1.87 0.00
H -4.80 2.66 -1.01 0.00
H -2.82 1.47 -1.98 0.01
Se 0.05 -4.68 -2.52 0.00
N 0.62 -5.61 -1.16 0.01
C 0.71 -4.80 -0.12 -0.01
C 1.11 -5.14 1.20 0.01
C 1.06 -4.14 2.12 -0.01
C 0.67 -2.83 1.77 0.00
N 0.32 -2.45 0.56 -0.01
C 0.34 -3.43 -0.40 -0.06
N -0.04 -3.16 -1.62 0.02
H 1.42 -6.14 1.44 0.00
H 1.34 -4.34 3.15 0.00
H 0.64 -2.06 2.53 0.01
C 1.74 -1.87 -4.21 0.00
C 1.21 -0.53 -3.76 0.00
N 1.10 0.39 -4.73 0.00
O 0.89 -0.27 -2.59 0.00
H 2.67 -1.75 -4.76 0.00
H 1.01 -2.34 -4.87 0.00
H 1.90 -2.51 -3.35 0.00
H 1.36 0.18 -5.68 0.00
H 0.76 1.31 -4.53 0.00
C -5.72 0.64 0.30 -0.01
Si -4.46 -0.08 1.42 0.01
C -4.77 -1.82 2.02 -0.01
C -3.72 1.02 2.71 0.00
As -2.50 -0.76 -0.11 -0.34
Si -3.49 -2.19 -1.85 0.06
C -3.34 -3.90 -1.10 -0.02
C -2.49 -1.84 -3.40 -0.01
C -5.28 -1.76 -2.10 0.00
H -6.69 0.14 0.41 0.00
H -5.42 0.58 -0.75 0.00
H -5.87 1.70 0.54 0.00
H -5.46 -1.84 2.87 0.00
H -3.84 -2.30 2.33 0.00
H -5.21 -2.43 1.22 0.00
H -4.47 1.22 3.48 0.00
H -3.44 1.99 2.29 0.00
H -2.86 0.56 3.20 0.00
H -2.41 -4.02 -0.54 0.00
H -3.38 -4.68 -1.87 0.00
H -4.16 -4.08 -0.41 0.00
H -1.47 -1.57 -3.15 0.01
H -2.95 -1.03 -3.97 0.00
H -2.47 -2.72 -4.05 0.00
H -5.85 -1.81 -1.17 0.00
H -5.73 -2.48 -2.79 0.00
H -5.42 -0.77 -2.53 0.00
```